The following is a quantum chemistry calculation of a 13-piece molecular cluster, C6H38NO13 overall, from the Open Molecules 2025 dataset.

Geometry as XYZ:
```
58
Properties=species:S:1:pos:R:3:forces:R:3
C -0.5689 -0.4832 2.4390 -0.985 -1.080 -2.058
C -1.7115 -0.3509 1.2870 0.459 -3.497 3.001
C -2.6716 0.6973 1.7255 -1.167 2.917 1.378
C -2.0812 2.1502 1.8042 -0.147 -1.306 3.742
C -3.9744 0.6476 0.8960 3.535 1.899 -2.879
N -1.1262 -0.3847 -0.0208 -0.997 0.437 -0.303
C 0.0189 0.5397 -0.2939 -0.143 -1.091 2.985
O -0.1570 1.1134 -1.4651 0.059 1.374 -1.191
H -0.9656 -0.6784 3.4306 -0.284 0.244 -0.082
H 0.0125 0.4130 2.3993 0.576 0.399 0.302
H 0.0381 -1.3678 2.1737 -0.006 0.611 0.074
H -2.3542 -1.3349 1.3755 1.181 1.445 -0.084
H -2.9120 0.5948 2.8350 0.173 -0.930 -1.417
H -2.5761 2.6401 2.7340 1.114 -0.848 -0.938
H -0.9877 2.0612 1.9806 -0.895 0.827 -0.255
H -2.4031 2.8536 1.1326 -0.042 1.239 -2.660
H -3.5653 0.1657 -0.0813 -1.622 0.770 1.270
H -4.3625 1.6738 0.6377 0.253 -1.118 0.327
H -4.6628 0.0725 1.3695 -2.266 -1.806 1.010
H -1.9184 -0.2903 -0.7193 1.829 0.075 0.916
H 0.1283 1.2905 0.5879 -0.153 -0.844 -1.154
H 0.9747 -0.1280 -0.1753 -1.021 0.761 -0.391
H 1.8330 -2.9249 2.8108 0.063 -1.568 0.128
H 2.4693 -4.2326 2.4077 0.850 -0.288 -0.693
O 1.8041 -3.9062 2.9937 -0.993 1.776 0.515
H 1.9347 1.6158 -2.7571 0.205 0.184 -0.610
H 1.4947 0.8370 -1.6452 0.439 0.070 -0.424
O 2.3374 0.9826 -2.1586 -0.153 -0.120 0.464
H 5.0050 0.5666 -1.5300 -0.165 -0.309 -0.190
H 3.9473 -0.0282 -2.4607 0.537 0.187 0.704
O 4.7720 -0.2608 -1.9755 0.214 0.654 -0.541
H 3.6074 -1.5678 2.9055 -0.194 1.176 0.492
H 3.4201 -1.3721 1.3439 -1.329 3.296 -3.135
O 3.6519 -1.8946 2.0262 1.556 -4.372 2.571
H -0.0712 0.2711 -4.2822 -10.253 -3.736 0.137
H 1.1916 -0.0407 -3.7974 0.742 -0.344 0.542
O 0.6975 0.5891 -4.3001 9.439 4.176 -1.093
H -2.3443 -0.8846 -3.2384 1.362 0.258 0.567
H -1.1783 -0.2443 -2.4623 1.901 5.842 3.465
O -1.4157 -0.9525 -2.9089 -3.095 -6.144 -4.439
H 1.4559 -3.5223 -0.5723 -0.387 0.983 0.138
H 1.1503 -4.4350 0.6791 -3.681 -0.006 5.445
O 1.5754 -4.3075 -0.0659 4.135 -1.067 -5.506
H 4.0760 -2.2041 -1.8770 1.487 0.664 -0.579
H 2.6524 -1.6067 -1.9792 -0.153 0.941 -0.539
O 3.1958 -2.2663 -1.5843 -1.946 -1.940 1.368
H -0.0611 4.4548 0.1114 0.611 0.052 0.680
H 1.1572 3.8932 0.8426 0.002 0.106 0.041
O 0.6178 4.6902 0.8074 -0.039 0.114 -0.053
H -0.7865 3.9299 -1.7517 0.879 2.306 -4.732
H -0.5132 2.6371 -1.0432 -0.874 1.344 0.204
O -0.9132 3.6462 -0.9234 -0.144 -4.141 3.798
H -1.0950 -3.5316 2.1485 0.451 -0.382 -0.899
H -0.6231 -3.4619 3.5923 1.117 -0.500 0.502
O -1.3211 -3.2265 3.0100 -1.669 0.479 0.465
H -1.7300 3.0217 -2.8620 -0.991 -1.184 -0.767
H -1.9668 1.6404 -2.3975 0.107 -0.016 -0.255
O -2.2011 2.2004 -3.1587 0.521 1.028 0.635
```
Positions in Å, forces in eV/Å.

Values from the calculation:
- Molecular weight: 332.364 g mol⁻¹
- LUMO level: 2.536 eV
- Net charge: -1
- Energy above the lowest of the compared OMol25 structures with the same formula, charge and spin: 155.1 kcal/mol
- HOMO: -5.4 eV
- Kohn-Sham gap: 7.94 eV
- Calculated total energy: -34944.610 eV